[1]
10 unconnected molecules or ions with the total composition C16H53B2O13. Source: the Open Molecules 2025 dataset; level of theory: the ωB97M-V functional and the def2-TZVPD basis.

Geometry as XYZ:
```
84
Properties=species:S:1:pos:R:3:forces:R:3:mulliken_charge:R:1
C 5.4339 1.1474 -0.0797 0.912 -0.248 0.104 -1.038
C 5.3713 -0.4778 0.1243 0.327 -0.376 0.564 0.346
C 5.0614 -0.8903 1.7157 0.594 -0.628 -1.311 -0.866
C 4.4155 -1.2778 -0.9416 -0.209 0.849 -0.353 -0.351
C 3.0100 -0.5245 -1.3200 -0.816 -0.347 -1.151 -0.430
C 1.8733 -0.5362 -0.1373 0.717 2.292 -0.717 0.629
O 2.2589 0.5572 0.7941 -0.078 -2.991 -0.438 -0.700
B 1.4663 1.7662 0.4231 -0.195 -0.967 -0.379 0.882
O 0.0917 1.2485 0.2346 0.365 -2.065 -0.309 -0.619
C 0.3347 -0.0271 -0.5060 -1.255 1.076 -0.001 0.403
B -0.8711 -1.0038 0.0878 -0.481 0.270 0.418 0.395
O -0.7923 -2.4791 0.0947 0.257 1.903 -1.978 -0.493
O -2.0539 -0.3116 0.6752 2.394 -2.381 0.972 -0.326
H 6.2273 1.3471 -0.9465 -1.838 -0.192 1.682 0.270
H 4.4086 1.6642 -0.3039 1.972 -1.146 0.525 0.108
H 5.9024 1.6110 0.9140 -1.065 -0.900 -2.157 0.329
H 6.4804 -0.8766 -0.0666 -2.289 0.860 0.374 0.331
H 5.6352 -1.9218 1.8737 -1.147 2.213 -0.033 0.294
H 3.9292 -1.1011 1.9215 2.266 0.863 -0.351 -0.010
H 5.5335 -0.0365 2.3618 -1.151 -1.836 -0.892 0.303
H 5.0378 -1.3837 -1.9524 -1.485 0.084 2.227 0.181
H 4.1391 -2.3431 -0.5368 0.780 1.928 -0.761 0.079
H 3.1844 0.5773 -1.7439 -0.467 -2.417 1.215 0.067
H 2.5379 -1.1262 -2.2363 1.018 1.085 1.688 0.200
H 1.8456 -1.6381 0.2557 0.144 1.961 0.013 0.121
H 1.7627 2.1277 -0.6672 0.820 0.627 -1.283 -0.379
H 1.6614 2.6169 1.2149 -0.249 0.561 0.828 -0.336
H 0.1191 0.3051 -1.6230 0.928 -1.183 1.628 -0.807
H -0.2603 -2.7905 -0.7157 -0.857 0.920 2.074 0.271
H -1.9728 -0.2689 1.6801 -0.042 0.058 -1.974 0.265
C -4.3286 -0.4404 3.6742 -0.034 -0.101 -0.157 0.095
O -3.1480 -0.9135 4.2959 0.418 -0.478 -0.007 -0.505
H -4.5734 0.5443 4.0794 0.102 -0.187 -0.048 -0.214
H -4.1664 -0.3586 2.5967 -0.274 0.118 -0.055 0.084
H -5.1508 -1.1306 3.8784 -0.208 0.148 -0.111 0.283
H -2.9560 -1.7880 3.9167 -0.015 0.491 0.259 0.288
C 0.6883 -2.6756 3.3852 0.278 0.232 -0.167 -0.344
O 1.8453 -1.8847 3.5852 0.122 0.051 -0.150 -0.611
H 0.5047 -3.2703 4.2831 0.087 0.115 -0.051 0.329
H -0.1706 -2.0260 3.1992 -0.218 -0.172 -0.042 0.093
H 0.8447 -3.3432 2.5344 -0.290 -0.121 -0.021 0.178
H 1.9827 -1.3686 2.7726 -0.020 0.094 0.352 0.265
C 5.5679 -5.0556 -2.1527 0.189 0.131 -0.141 -0.571
O 5.8836 -3.6797 -2.0450 0.441 0.039 -0.293 -0.410
H 4.7710 -5.2938 -1.4443 0.127 0.149 -0.078 0.221
H 5.2273 -5.2738 -3.1678 -0.079 -0.278 0.035 0.266
H 6.4522 -5.6528 -1.9173 -0.118 -0.282 -0.003 0.246
H 6.5930 -3.4983 -2.6847 -0.414 0.004 0.399 0.258
C 0.5907 1.7546 -4.5544 -0.253 0.102 0.097 -0.593
O 1.3638 0.6130 -4.8757 0.089 -0.679 -0.639 -0.535
H 1.2547 2.5428 -4.1917 -0.059 -0.251 -0.015 0.273
H 0.0673 2.1045 -5.4475 -0.127 0.217 0.058 0.307
H -0.1296 1.4999 -3.7731 -0.007 0.272 0.028 0.197
H 0.7481 -0.0688 -5.1943 0.366 0.284 0.337 0.288
C -5.6607 3.3288 5.0251 0.111 0.277 -0.054 -0.493
O -6.5880 2.8117 4.0886 -0.597 0.088 -0.328 -0.498
H -4.9636 2.5370 5.3093 -0.180 0.066 -0.083 0.230
H -5.1060 4.1543 4.5721 0.124 -0.007 0.253 0.208
H -6.1939 3.6778 5.9127 0.193 0.047 0.183 0.248
H -7.1928 3.5363 3.8553 0.380 -0.491 0.053 0.272
C -1.7830 -6.2059 -0.5166 -0.018 0.286 0.073 -0.474
O -2.9905 -5.4754 -0.4051 -0.150 0.385 -0.025 -0.523
H -2.0154 -7.2727 -0.5567 -0.060 0.176 0.000 0.253
H -1.2627 -5.9139 -1.4321 0.221 -0.186 0.011 0.214
H -1.1528 -6.0050 0.3532 0.203 -0.156 -0.083 0.211
H -2.7526 -4.5333 -0.3716 -0.136 -0.390 0.079 0.324
C -4.0570 1.7224 -0.4447 0.165 -0.334 0.072 -0.074
O -5.1228 2.0305 -1.3241 -0.936 -0.023 -0.354 -0.589
H -3.2400 2.4274 -0.6157 -0.154 -0.146 0.001 0.182
H -4.3999 1.8092 0.5893 0.248 -0.054 0.128 0.121
H -3.7051 0.7063 -0.6390 0.171 0.210 0.250 0.047
H -5.8322 1.3890 -1.1493 0.438 0.429 -0.157 0.299
C 1.0962 1.2902 -8.6078 0.154 -0.085 0.298 -0.497
O 2.1910 0.5415 -8.1127 0.084 -0.156 0.236 -0.515
H 1.1663 1.3446 -9.6967 0.049 -0.056 0.159 0.245
H 0.1612 0.7979 -8.3292 -0.207 0.178 -0.136 0.221
H 1.1266 2.3003 -8.1920 -0.227 0.105 -0.130 0.222
H 2.1018 0.5104 -7.1450 0.161 0.062 -0.242 0.344
C -6.0370 7.3199 4.7347 0.001 0.010 -0.215 -0.552
O -5.1155 6.6282 3.9121 -0.004 -0.052 -0.484 -0.486
H -5.7510 7.1845 5.7804 0.030 -0.035 -0.205 0.224
H -6.0183 8.3845 4.4891 -0.182 0.077 0.207 0.291
H -7.0404 6.9165 4.5785 -0.156 0.156 0.202 0.238
H -5.3947 6.7666 2.9911 0.299 -0.152 0.479 0.293
```
Positions in Å, forces in eV/Å.

Summary:
relative energy (zero: lowest compared OMol25 entry of this formula, charge and spin)	96.95	kcal/mol
spin multiplicity	1
net charge	-1
E	-1669.0916	Eh



[2]
9 unconnected molecules or ions with the total composition C16H53N3O9. Source: the Open Molecules 2025 dataset; level of theory: the ωB97M-V functional and the def2-TZVPD basis.

Geometry as XYZ:
```
81
Properties=species:S:1:pos:R:3:forces:R:3:mulliken_charge:R:1
C 2.6575 3.9471 27.7827 0.149 -0.090 0.517 -0.695
O 2.6389 3.5608 26.4383 0.501 -0.056 -0.645 -0.289
C 1.4366 2.9236 26.0561 0.274 -0.185 0.958 -0.579
C 1.5720 2.3327 24.6606 0.382 -1.434 0.672 0.237
C 1.9725 3.3762 23.6225 1.188 -1.302 0.644 -1.342
N 0.3523 1.6220 24.2428 -1.198 1.759 -0.121 -0.461
H 3.7161 4.2531 28.0369 -1.396 -0.097 -0.213 0.236
H 2.3794 3.0531 28.3567 0.237 0.149 0.444 0.311
H 1.8765 4.7182 28.0291 0.859 -0.272 -0.286 0.265
H 1.1396 2.1874 26.8706 0.227 0.413 -1.106 0.335
H 0.6980 3.7001 26.0239 -1.066 0.467 0.008 0.315
H 2.3176 1.4891 24.7487 -0.218 1.100 -0.329 0.172
H 3.0335 3.5898 23.8469 -0.511 0.332 -0.398 0.376
H 1.3822 4.2902 23.6682 -0.123 -0.114 -0.143 0.333
H 1.9139 2.8253 22.6790 -0.019 0.659 -0.240 0.277
H -0.3914 2.3555 24.1338 0.639 -0.860 0.113 0.270
H 0.0395 1.0412 25.0170 0.069 -0.384 0.003 0.083
C -3.3109 -1.6092 25.0578 1.374 1.037 0.433 -0.774
O -2.0610 -1.8499 25.7011 -1.364 0.225 0.690 -0.438
C -1.0214 -1.8299 24.8273 1.822 1.134 -1.696 0.098
C 0.2752 -1.9531 25.5849 -0.727 0.608 0.159 0.154
C 0.3593 -3.3188 26.2513 -1.723 0.261 0.123 -1.351
N 0.3508 -0.7268 26.4425 -1.379 -0.687 0.511 -0.457
H -3.3178 -2.1926 24.1702 -0.478 -0.603 -0.946 0.320
H -3.3744 -0.5350 24.7933 -0.217 -0.422 0.096 0.262
H -4.0638 -1.9041 25.7509 -0.716 -0.103 0.321 0.267
H -1.0879 -2.5902 24.0527 -0.195 -0.699 -0.053 0.206
H -0.8689 -0.8897 24.2257 -0.846 -0.207 0.565 -0.052
H 1.0435 -1.8475 24.8175 0.304 -0.043 0.179 0.300
H 1.1966 -3.3064 26.9023 0.675 -0.404 0.902 0.427
H 0.5264 -4.0426 25.4613 0.019 -0.331 -0.005 0.357
H -0.6258 -3.5858 26.7833 1.644 0.463 -0.612 0.215
H 1.1886 -0.7634 26.9784 0.841 0.040 0.455 0.242
H -0.4222 -0.7195 27.1602 0.927 -0.245 -1.191 0.209
C -5.8640 -3.2450 16.0406 2.020 0.108 -1.350 -0.807
O -4.6471 -2.4748 15.7831 0.275 -0.978 2.186 -0.313
C -3.7238 -2.4465 16.9280 0.287 -0.972 -0.725 -0.201
C -2.9247 -1.1603 16.8677 2.194 -1.445 -2.230 -0.017
C -2.2157 -1.0914 15.4411 0.077 -1.068 -0.747 -1.339
N -2.0261 -1.0177 18.0065 0.643 -0.376 0.603 -0.428
H -6.5620 -2.6851 16.6132 -0.526 0.379 0.837 0.308
H -5.6553 -4.2518 16.4274 -0.002 0.348 0.193 0.309
H -6.2356 -3.3514 15.0374 -0.583 -0.246 -0.325 0.271
H -4.2476 -2.5116 17.8902 -0.385 0.150 -0.171 0.366
H -2.9505 -3.3282 16.9706 -1.425 1.195 -0.581 0.242
H -3.5384 -0.3283 16.7040 -1.373 1.338 0.967 0.193
H -1.6756 -0.1704 15.2115 -0.333 0.300 0.519 0.283
H -2.9658 -1.2464 14.5943 0.744 0.266 1.390 0.326
H -1.4386 -1.8636 15.2504 -0.482 0.031 0.523 0.349
H -1.2649 -1.7490 18.1459 -1.630 1.181 -0.613 0.275
H -2.5671 -0.9507 18.8792 0.548 -0.060 -0.489 0.233
C -0.4656 2.8253 20.3516 0.190 -1.568 1.274 -0.786
C 0.2324 1.4118 20.3745 -2.050 1.545 2.229 -0.145
O -0.2216 0.7037 21.5693 0.311 0.440 -0.139 -0.522
H -0.4328 3.3035 21.3350 0.804 0.313 -0.212 0.329
H -1.5476 2.7263 20.2502 0.016 -0.472 -0.472 0.361
H -0.1030 3.3936 19.5336 0.392 0.945 -0.324 -0.002
H 1.2917 1.3619 20.3521 1.140 0.616 0.043 0.315
H -0.1074 0.9527 19.4899 -0.584 -1.343 -0.778 0.245
H 0.1061 1.1217 22.4302 -0.255 -0.500 -1.091 0.316
C -0.8405 2.9273 16.9298 -0.198 -1.626 1.311 -0.557
C 0.0133 4.1728 17.0687 -1.911 0.764 -1.074 -0.506
O -0.7625 5.1271 17.8553 1.063 -0.121 0.159 -0.607
H -0.2085 2.2054 16.3800 -0.576 -0.017 0.120 0.238
H -1.8116 3.0701 16.4078 0.820 0.179 0.203 0.333
H -1.1154 2.4243 17.9597 0.691 1.105 -2.067 -0.039
H 0.0774 4.6776 16.0797 0.425 -0.707 0.315 0.454
H 1.0268 3.9336 17.4056 -0.217 0.350 0.502 0.248
H -0.6712 5.9642 17.3888 -0.153 0.104 0.206 0.361
O -1.4188 -1.6283 20.9830 -0.188 1.220 0.332 -0.654
H -1.2899 -0.6949 21.3613 0.321 -1.479 -0.510 0.335
H -1.4450 -2.2582 21.7100 0.011 0.243 0.156 0.290
O -2.2833 -3.9093 19.8635 0.084 -0.021 -0.119 -0.669
H -3.1116 -4.0042 19.3971 -0.314 -0.298 -0.147 0.268
H -2.1220 -2.9544 19.8405 0.228 0.126 0.298 0.406
O 0.2847 7.3147 19.5196 -0.510 -1.459 -0.651 -0.671
H 0.0744 6.3659 19.2531 0.417 1.540 0.624 0.414
H 0.9731 7.2796 20.1862 0.054 -0.181 0.039 0.302
O -1.7076 -5.4602 22.2292 -0.186 0.404 -0.240 -0.596
H -1.8918 -4.9211 21.4465 -0.845 0.000 -0.315 0.349
H -0.7661 -5.3459 22.2098 1.014 -0.371 0.529 0.308
```
Positions in Å, forces in eV/Å.

Summary:
SMILES string	COC[C@H](C)N.COC[C@H](C)N.COC[C@H](C)N.CCO.CCO.O.O.O.O
relative energy (zero: lowest compared OMol25 entry of this formula, charge and spin)	36.25	kcal/mol
spin multiplicity	1
net charge	0
E	-1482.6948	Eh



| no. | HOMO energy (eV) | gap between HOMO and LUMO (eV) | maximum force (eV Å⁻¹) |
| --- | --- | --- | --- |
| 1 | -4.28 | 6.30 | 3.51 |
| 2 | -9.18 | 9.76 | 3.45 |